Formula: H24O12
Source: the Open Molecules 2025 dataset
Level of theory: ωB97M-V/def2-TZVPD

For the energy above the lowest of the compared OMol25 structures with the same formula, charge and spin, the calculation gives 76.7 kcal/mol. The HOMO-LUMO gap comes out at 0.334 hartree. Its SMILES is O.O.O.O.O.O.O.O.O.O.O.O. The LUMO energy comes out at -0.0315 Eh. As for the maximum force: 0.080 hartree/bohr.

Last column: Mulliken charge in e.
Atoms and positions in Å:
H: -0.6182 -0.4371 0.6385  0.3573
H: 0.3968 -0.2731 -2.9985  0.2673
H: -1.1032 2.5859 -1.2305  0.2615
H: 2.3548 0.8089 -0.6895  0.3645
H: 3.5898 -0.0941 -0.9205  0.2607
H: 1.3458 2.3709 0.2735  0.2765
H: 2.2438 1.8299 -2.2985  0.2374
O: 0.1898 -0.8061 -2.1885  -0.6957
H: -2.9342 -0.0041 -1.1655  0.3215
H: -2.6752 -1.1191 2.6835  0.4250
H: 1.6798 -1.5001 -1.8675  0.5169
H: 1.9558 -1.1091 0.8725  0.3825
H: -1.5992 -2.3791 1.1565  0.3003
H: -0.2262 -1.6341 -2.4205  0.2819
H: 0.6928 2.3149 1.5345  0.2692
H: -3.6062 -1.0321 -1.9385  0.2672
H: 1.1038 2.6199 -1.8635  0.2458
H: -0.5872 1.1929 2.9965  0.3025
O: -1.6122 2.3509 -0.4275  -0.5523
O: 2.3438 -2.2051 -1.9595  -0.6349
O: 0.0368 0.4839 3.1345  -0.6370
O: -1.9662 -1.5141 1.0795  -0.8346
O: 1.6638 1.9409 -1.5485  -0.6443
O: 3.0218 0.2279 -0.2385  -0.6423
H: -3.9092 -0.4611 3.2745  0.2764
H: 1.7988 -2.8131 -2.4245  0.2427
O: 2.0958 -1.7681 1.5625  -0.6353
H: 1.3638 -2.2801 1.4605  0.2720
O: -3.0372 -0.7071 3.4645  -0.6111
O: -2.7182 -0.8371 -1.6415  -0.6067
O: 0.1178 0.1239 0.3675  -0.2844
H: 0.3208 0.1509 2.2595  0.4527
H: -1.0602 2.7569 0.2885  0.3212
H: -2.2912 -1.4721 0.2135  0.3376
O: 1.4978 2.6369 1.1685  -0.5872
H: 0.1308 0.0509 -0.6065  0.1252